1.
# H4N2O2

A 2-piece molecular cluster, H4N2O2 overall (ωB97M-V/def2-TZVPD, the OMol25 dataset).

SMILES   N=O.NO
Charge   0
HOMO level   -0.3502 Ha
ΔE to the lowest compared entry with this formula, charge and spin   28.2 kcal/mol

The geometry in XYZ format:
```
8
H4N2O2 | the OMol25 dataset | ωB97M-V/def2-TZVPD
N -0.86862 -1.01545 1.55189
O -1.20861 -1.04831 2.71861
H -1.31166 -1.80441 1.08645
N 0.21286 0.43079 -1.26617
O 1.04777 1.58707 -0.92250
H 0.89940 -0.30234 -1.04404
H -0.42273 0.51647 -0.44953
H 1.65159 1.63617 -1.67472
```

natural (NBO) atomic charge list, values in e, 6 entries: atom 1 (N): -0.026, atom 2 (O): -0.233, atom 3 (H): 0.261, atom 4 (N): -0.522, atom 5 (O): -0.609, atom 6 (H): 0.325

***

2.
# H4N2O2S

A single H4N2O2S molecule (ωB97M-V/def2-TZVPD, the OMol25 dataset).

Charge   0
HOMO level (spin up / spin down)   -0.2881 / -0.2881 Ha
ΔE to the lowest compared entry with this formula, charge and spin   87.5 kcal/mol

The geometry in XYZ format:
```
9
H4N2O2S | the OMol25 dataset | ωB97M-V/def2-TZVPD
N 1.97473 -0.40476 0.97939
N 0.92431 0.24604 0.92548
O -1.63691 -0.49169 -1.56338
O -1.11120 1.12902 0.06476
S -0.34300 -0.20908 -0.44556
H 1.86218 -1.32522 0.33653
H 0.87248 1.04502 1.55355
H -1.54221 -0.79932 -2.47239
H -2.08869 1.03286 -0.26253
```

natural (NBO) atomic charge list, values in e, 6 entries: atom 1 (N): -0.256, atom 2 (N): -0.312, atom 3 (O): -1.013, atom 4 (O): -0.904, atom 5 (S): 0.781, atom 6 (H): 0.311

***

3.
# H4N2O2S

A 2-piece molecular cluster, H4N2O2S overall (ωB97M-V/def2-TZVPD, the OMol25 dataset).

Charge   0
HOMO level (spin up / spin down)   -0.2913 / -0.3873 Ha
Spin multiplicity   3
ΔE to the lowest compared entry with this formula, charge and spin   0.0 kcal/mol

The geometry in XYZ format:
```
9
H4N2O2S | the OMol25 dataset | ωB97M-V/def2-TZVPD
N -0.48799 1.32248 -0.15083
N 1.47446 -1.41652 0.13656
O 1.36818 2.70934 -1.16250
O 0.23317 -2.03968 -0.07302
S 0.77920 1.34352 -1.25168
H -0.51455 1.85614 0.74938
H -0.93955 0.48683 -0.10569
H 1.21612 -0.69849 0.73077
H 0.38560 -2.76928 -0.62296
```

natural (NBO) atomic charge list, values in e, 6 entries: atom 1 (N): -1.051, atom 2 (N): -0.208, atom 3 (O): -0.842, atom 4 (O): -0.551, atom 5 (S): 1.104, atom 6 (H): 0.409

***

4.
# H4N2O2Si

A single H4N2O2Si molecule (ωB97M-V/def2-TZVPD, the OMol25 dataset).

SMILES   N[SiH2][N+](=O)[O-]
Charge   0
HOMO level   -0.3849 Ha
ΔE to the lowest compared entry with this formula, charge and spin   50.2 kcal/mol

The geometry in XYZ format:
```
9
H4N2O2Si | the OMol25 dataset | ωB97M-V/def2-TZVPD
N -1.66592 -0.53363 0.86828
Si 0.45100 0.18147 0.78527
N 0.92841 0.21750 -1.03899
O 2.01762 0.04547 -1.54835
O -0.07586 0.42055 -1.70348
H -2.23517 0.17952 0.35699
H -1.49533 -1.16317 -0.02353
H 1.47100 -0.85054 1.28999
H 0.60425 1.50284 1.01383
```

natural (NBO) atomic charge list, values in e, 6 entries: atom 1 (N): -1.085, atom 2 (Si): 1.234, atom 3 (N): 0.241, atom 4 (O): -0.372, atom 5 (O): -0.415, atom 6 (H): 0.365

***

5.
# H4N2O3

A 2-piece molecular cluster, H4N2O3 overall (ωB97M-V/def2-TZVPD, the OMol25 dataset).

SMILES   [H]/N=N\[H].OOO
Charge   0
HOMO level   -0.3701 Ha
ΔE to the lowest compared entry with this formula, charge and spin   18.1 kcal/mol

The geometry in XYZ format:
```
9
H4N2O3 | the OMol25 dataset | ωB97M-V/def2-TZVPD
H 1.92793 0.27958 1.13189
N 2.49110 0.62203 0.34030
N 2.50435 -0.19691 -0.60696
H 1.98253 -1.06964 -0.40600
O -0.58548 -0.64906 0.54539
O -1.82258 -0.52704 -0.20180
O -2.13783 0.81994 -0.26255
H 0.03368 -0.32036 -0.11485
H -2.54509 0.98386 0.60726
```

natural (NBO) atomic charge list, values in e, 6 entries: atom 1 (H): 0.287, atom 2 (N): -0.273, atom 3 (N): -0.292, atom 4 (H): 0.281, atom 5 (O): -0.459, atom 6 (O): -0.037

***

6.
# H4N2S2

H4N2S2 as an isolated structure (ωB97M-V/def2-TZVPD, the OMol25 dataset).

Charge   0
HOMO level (spin up / spin down)   -0.2976 / -0.2976 Ha
ΔE to the lowest compared entry with this formula, charge and spin   97.5 kcal/mol

The geometry in XYZ format:
```
8
H4N2S2 | the OMol25 dataset | ωB97M-V/def2-TZVPD
N -1.35490 0.11650 0.00440
N 0.96591 -0.07780 -0.53261
S 1.64137 -1.43394 0.06558
S 1.50526 1.32638 0.10676
H -1.27012 -0.27281 0.93340
H -1.37600 -0.64452 -0.67114
H 1.58755 -1.24594 1.48984
H 0.67668 2.20466 -0.63941
```

natural (NBO) atomic charge list, values in e, 6 entries: atom 1 (N): -0.737, atom 2 (N): -0.742, atom 3 (S): 0.330, atom 4 (S): 0.291, atom 5 (H): 0.311, atom 6 (H): 0.326

***

7.
# H4N2S2

A single H4N2S2 molecule (ωB97M-V/def2-TZVPD, the OMol25 dataset).

SMILES   NSSN
Charge   0
HOMO level   -0.3111 Ha
ΔE to the lowest compared entry with this formula, charge and spin   11.3 kcal/mol

The geometry in XYZ format:
```
8
H4N2S2 | the OMol25 dataset | ωB97M-V/def2-TZVPD
N 0.64565 -1.25538 -1.41247
S 0.05661 0.27418 -1.46864
S -1.26064 0.17993 0.49580
N -0.59433 1.18350 1.73734
H 0.18838 -2.00322 -2.07271
H 1.51842 -1.36373 -1.13773
H -0.83242 2.17001 1.78384
H 0.27833 0.81473 2.07457
```

natural (NBO) atomic charge list, values in e, 6 entries: atom 1 (N): -0.993, atom 2 (S): 0.248, atom 3 (S): 0.199, atom 4 (N): -0.990, atom 5 (H): 0.393, atom 6 (H): 0.366

***

8.
# H4N4O

H4N4O as an isolated structure (ωB97M-V/def2-TZVPD, the OMol25 dataset).

Charge   0
HOMO level   -0.3375 Ha
ΔE to the lowest compared entry with this formula, charge and spin   26.7 kcal/mol

The geometry in XYZ format:
```
9
H4N4O | the OMol25 dataset | ωB97M-V/def2-TZVPD
N 0.17030 1.64269 0.21603
N -1.56945 -1.14032 -0.74188
O 1.87927 0.89710 1.46638
N -0.37598 0.70406 -0.28164
N -0.49168 -0.49948 -0.15420
H 2.04814 0.04079 1.05514
H 1.46189 1.56014 0.59830
H -1.60267 -2.09273 -0.39744
H -1.51980 -1.11224 -1.76069
```

natural (NBO) atomic charge list, values in e, 6 entries: atom 1 (N): -0.106, atom 2 (N): -0.656, atom 3 (O): -0.911, atom 4 (N): 0.175, atom 5 (N): -0.141, atom 6 (H): 0.459

***

9.
# H4N4O2

A single H4N4O2 molecule (ωB97M-V/def2-TZVPD, the OMol25 dataset).

SMILES   N/N=[N+](\[O-])NO
Charge   0
HOMO level (spin up / spin down)   -0.2962 / -0.3003 Ha
ΔE to the lowest compared entry with this formula, charge and spin   52.7 kcal/mol

The geometry in XYZ format:
```
10
H4N4O2 | the OMol25 dataset | ωB97M-V/def2-TZVPD
N -0.61555 -0.99710 1.65537
N -0.14196 -1.05598 0.46104
N -0.07291 0.35155 -0.09588
O -0.41021 1.27808 0.66392
N 0.78389 0.29942 -1.22246
O 0.19495 0.86239 -2.35950
H -0.66254 -0.01841 2.02109
H -0.48891 -1.81626 2.42260
H 0.94460 -0.68050 -1.14868
H 0.46866 1.77680 -2.39750
```

natural (NBO) atomic charge list, values in e, 6 entries: atom 1 (N): -0.599, atom 2 (N): -0.139, atom 3 (N): 0.269, atom 4 (O): -0.471, atom 5 (N): -0.196, atom 6 (O): -0.544

***

10.
# H4N5

An isolated ion of composition H4N5 and charge +1 (ωB97M-V/def2-TZVPD, the OMol25 dataset).

SMILES   [H]/N=N/N=[NH+]/N
Charge   +1
HOMO level   -0.5608 Ha
ΔE to the lowest compared entry with this formula, charge and spin   120.5 kcal/mol

The geometry in XYZ format:
```
9
H4N5 | the OMol25 dataset | ωB97M-V/def2-TZVPD
H -3.44181 -0.56837 0.12092
N -2.68894 -0.11722 -0.40560
N -1.54393 -0.15132 -0.06546
N -0.49114 0.22860 -0.24044
N 0.70737 0.36700 0.29929
N 1.82132 -0.24989 -0.31887
H 0.85247 1.06105 0.98419
H 2.33226 -1.00740 0.21653
H 2.45241 0.43755 -0.59055
```

natural (NBO) atomic charge list, values in e, 6 entries: atom 1 (H): 0.431, atom 2 (N): -0.308, atom 3 (N): 0.348, atom 4 (N): 0.149, atom 5 (N): -0.198, atom 6 (N): -0.624

***

11.
# H4NO2P2

A 2-piece molecular cluster, H4NO2P2 overall (ωB97M-V/def2-TZVPD, the OMol25 dataset).

Charge   -1
HOMO level (spin up / spin down)   -0.1289 / -0.1290 Ha
ΔE to the lowest compared entry with this formula, charge and spin   73.4 kcal/mol

The geometry in XYZ format:
```
9
H4NO2P2 | the OMol25 dataset | ωB97M-V/def2-TZVPD
N -0.83086 -0.72180 0.75577
O -0.63196 2.80562 0.38586
O -1.69598 1.61650 -1.65506
P 1.45161 1.43075 -1.21939
P -0.63631 1.69125 -0.60025
H -1.74866 -1.16655 0.29418
H -0.99271 -0.42132 1.63356
H 1.41177 -0.03101 -1.09113
H 1.66079 1.75684 0.19588
```

natural (NBO) atomic charge list, values in e, 6 entries: atom 1 (N): -1.258, atom 2 (O): -1.122, atom 3 (O): -1.107, atom 4 (P): -0.159, atom 5 (P): 1.953, atom 6 (H): 0.314

***

12.
# H4NO2P2

An isolated ion of composition H4NO2P2 and charge -1 (ωB97M-V/def2-TZVPD, the OMol25 dataset).

Charge   -1
HOMO level (spin up / spin down)   0.0241 / -0.2186 Ha
Spin multiplicity   3
ΔE to the lowest compared entry with this formula, charge and spin   19.9 kcal/mol

The geometry in XYZ format:
```
9
H4NO2P2 | the OMol25 dataset | ωB97M-V/def2-TZVPD
N 1.37736 0.70365 -0.20180
O -0.13164 -1.23297 -1.42362
O -1.18499 1.03520 -0.94007
P -0.63717 -0.30916 1.58590
P -0.26262 -0.01187 -0.56268
H 1.73562 0.57624 -1.15995
H 1.19259 1.68298 -0.12651
H -0.27217 -1.56541 1.63425
H -1.81699 -0.87866 1.19449
```

natural (NBO) atomic charge list, values in e, 6 entries: atom 1 (N): -1.150, atom 2 (O): -1.053, atom 3 (O): -1.128, atom 4 (P): -0.088, atom 5 (P): 1.823, atom 6 (H): 0.350